# 1
{"formula": "C5H8O", "method": "the ωB97M-V functional and the def2-TZVPD basis", "charge": 0, "lumo_ev": 1.1, "de_lowest_kj_mol": 320.3, "e_homo_ev": -9.31, "homo_lumo_gap_ev": 10.42, "elements": ["C", "C", "C", "O", "H", "H", "H", "H", "C", "C", "H", "H", "H", "H"], "coordinates": [[-1.02070, -1.56688, -1.10674], [-1.15806, -0.91135, 0.02825], [-1.57801, 0.14537, 0.90380], [-0.76777, -1.00209, 1.31994], [-0.44808, -2.48696, -1.14875], [-1.47601, -1.18635, -2.01329], [-1.04187, 1.09232, 0.89272], [-2.58385, 0.15352, 1.31826], [1.77837, 0.92022, 0.62411], [1.58622, 1.00130, -0.68926], [1.62949, -0.01198, 1.16293], [2.08028, 1.78386, 1.21193], [1.28073, 0.13581, -1.27098], [1.71927, 1.93320, -1.23291]], "lowdin_charge": [0.051, -0.386, -0.044, 0.011, 0.066, 0.061, 0.100, 0.112, -0.080, -0.072, 0.048, 0.050, 0.037, 0.048]}

=====

# 2
{"formula": "C5H8O", "method": "the ωB97M-V functional and the def2-TZVPD basis", "charge": 0, "lumo_ev": [-0.2, -0.2], "de_lowest_kj_mol": 505.1, "e_homo_ev": [-8.62, -8.63], "homo_lumo_gap_ev": [8.39, 8.39], "elements": ["O", "C", "C", "C", "C", "C", "H", "H", "H", "H", "H", "H", "H", "H"], "coordinates": [[1.30777, -0.58954, 1.02525], [0.64931, 0.45402, 0.34531], [1.01065, 0.32267, -1.16265], [0.19231, -0.82018, -1.67414], [-1.53356, -0.65683, 0.88680], [-0.85063, 0.44705, 0.59420], [0.95547, -0.61013, 1.92493], [1.04756, 1.42971, 0.66718], [2.08128, 0.08519, -1.17489], [0.84898, 1.30223, -1.63713], [-0.69345, -0.36742, -2.17042], [-1.04107, -1.62602, 0.92202], [-2.60318, -0.63062, 1.07621], [-1.35637, 1.41109, 0.53959]], "lowdin_charge": [-0.041, -0.422, -0.271, 0.157, 0.016, -0.138, 0.100, 0.139, 0.108, 0.107, 0.006, 0.073, 0.062, 0.106]}

=====

# 3
{"formula": "C5H8O2", "method": "the ωB97M-V functional and the def2-TZVPD basis", "charge": 0, "lumo_ev": [-0.9, -0.9], "de_lowest_kj_mol": 421.1, "e_homo_ev": [-9.45, -9.45], "homo_lumo_gap_ev": [8.51, 8.50], "elements": ["C", "C", "C", "O", "C", "C", "O", "H", "H", "H", "H", "H", "H", "H", "H"], "coordinates": [[-0.41063, 0.12275, 1.87617], [0.51312, 0.16967, 0.67488], [0.65329, -0.99737, -0.18430], [-0.41270, -1.12132, -2.03912], [0.61126, -0.44195, -1.58369], [0.03995, 0.80975, -0.70579], [-1.31135, 0.89386, -0.87570], [-0.40337, -0.87386, 2.33253], [-1.43404, 0.34662, 1.55764], [-0.11501, 0.84502, 2.64166], [1.48278, 0.63371, 0.88341], [0.18318, -1.96704, -0.00650], [1.51300, -0.25898, -2.18714], [0.58794, 1.73095, -0.92407], [-1.49739, 0.10820, -1.45997]], "lowdin_charge": [-0.043, -0.261, 0.130, -0.083, -0.399, -0.272, -0.009, 0.082, 0.084, 0.078, 0.156, 0.135, 0.147, 0.157, 0.099]}

=====

# 4
{"formula": "C5H8O2", "method": "the ωB97M-V functional and the def2-TZVPD basis", "charge": 0, "lumo_ev": 0.8, "de_lowest_kj_mol": 209.9, "e_homo_ev": -9.11, "homo_lumo_gap_ev": 9.91, "elements": ["O", "C", "C", "C", "O", "C", "C", "H", "H", "H", "H", "H", "H", "H", "H"], "coordinates": [[2.27661, 0.30462, -0.38944], [1.13270, 0.40185, 0.42841], [0.02655, 1.30475, -0.16814], [-0.95277, 0.16236, 0.04030], [-2.20969, 0.43528, 0.54236], [-0.56886, -1.00172, -0.79380], [0.16058, -0.76610, 0.51735], [2.60904, -0.59844, -0.35291], [1.40308, 0.73306, 1.44202], [-0.19414, 2.19446, 0.42444], [0.19931, 1.57715, -1.21424], [-2.66378, -0.40107, 0.70931], [-1.25487, -1.84592, -0.75234], [-0.07021, -0.88188, -1.75367], [0.17034, -1.52678, 1.29338]], "lowdin_charge": [-0.019, -0.339, -0.024, -0.468, 0.047, -0.028, -0.119, 0.095, 0.148, 0.121, 0.124, 0.105, 0.111, 0.112, 0.134]}

=====

# 5
{"formula": "C5H8O2", "method": "the ωB97M-V functional and the def2-TZVPD basis", "charge": 0, "lumo_ev": 0.8, "de_lowest_kj_mol": 137.7, "e_homo_ev": -9.61, "homo_lumo_gap_ev": 10.42, "elements": ["O", "C", "C", "O", "C", "C", "C", "H", "H", "H", "H", "H", "H", "H", "H"], "coordinates": [[-0.84493, -2.13575, 0.96314], [-0.59821, -1.04675, 1.42544], [-0.19622, 0.15957, 0.58974], [-0.14454, 1.29434, 1.42224], [1.09902, -0.07571, -0.21912], [0.30649, 0.06672, -1.53691], [-0.98280, 0.37429, -0.73427], [-0.59217, -0.83069, 2.52249], [0.78041, 1.43849, 1.65173], [1.84394, 0.71512, -0.05745], [1.57269, -1.04360, -0.03792], [0.25739, -0.87708, -2.08517], [0.65676, 0.87762, -2.18490], [-1.34558, 1.40508, -0.81536], [-1.81223, -0.32164, -0.90369]], "lowdin_charge": [0.069, -0.175, -0.488, -0.003, -0.095, -0.141, -0.077, 0.137, 0.096, 0.116, 0.116, 0.108, 0.105, 0.118, 0.114]}

=====

# 6
{"formula": "C5H8O2", "method": "the ωB97M-V functional and the def2-TZVPD basis", "charge": 0, "lumo_ev": 0.6, "de_lowest_kj_mol": 86.9, "e_homo_ev": -9.08, "homo_lumo_gap_ev": 9.65, "elements": ["C", "C", "O", "C", "C", "C", "O", "H", "H", "H", "H", "H", "H", "H", "H"], "coordinates": [[-2.00188, 1.05180, 0.08752], [-1.21722, -0.01673, 0.19322], [-1.28583, -0.80311, 1.31570], [-0.12316, -0.34676, -0.79392], [1.18977, 0.29394, -0.33506], [1.80316, -0.22898, 0.94511], [1.68370, 1.19834, -0.96947], [-1.92414, 1.71119, -0.76921], [-2.71524, 1.28776, 0.86929], [-0.91771, -1.67330, 1.11917], [-0.35936, 0.06577, -1.77662], [-0.00264, -1.43602, -0.89803], [2.03201, -1.29688, 0.84280], [1.09872, -0.12431, 1.77761], [2.72065, 0.32007, 1.16314]], "lowdin_charge": [0.076, -0.420, 0.021, -0.076, -0.432, -0.009, 0.086, 0.071, 0.070, 0.104, 0.125, 0.127, 0.089, 0.084, 0.086]}

=====

# 7
{"formula": "C5H8O2", "method": "the ωB97M-V functional and the def2-TZVPD basis", "charge": 0, "lumo_ev": 0.8, "de_lowest_kj_mol": 266.0, "e_homo_ev": -9.01, "homo_lumo_gap_ev": 9.83, "elements": ["C", "C", "O", "C", "C", "C", "O", "H", "H", "H", "H", "H", "H", "H", "H"], "coordinates": [[-1.90586, -0.24405, -0.33399], [-0.65953, 0.53016, 0.06244], [-0.22068, 0.62897, 1.44563], [1.14667, 0.48040, 1.04003], [1.33012, -0.93750, 0.62028], [0.70708, 0.03200, -0.34137], [1.19874, 0.07699, -1.62828], [-1.67032, -1.27459, -0.61862], [-2.67522, -0.24171, 0.44177], [-2.33579, 0.25004, -1.21382], [-0.77087, 1.57565, -0.26354], [1.88420, 1.17954, 1.42106], [2.33961, -1.18206, 0.29126], [0.79940, -1.72720, 1.14794], [0.83243, 0.85335, -2.07079]], "lowdin_charge": [-0.016, -0.294, -0.039, -0.184, 0.006, -0.421, 0.055, 0.086, 0.082, 0.079, 0.152, 0.149, 0.122, 0.117, 0.107]}

=====

# 8
{"formula": "C5H8O2", "method": "the ωB97M-V functional and the def2-TZVPD basis", "charge": 0, "lumo_ev": 0.8, "de_lowest_kj_mol": 572.2, "e_homo_ev": -9.24, "homo_lumo_gap_ev": 10.00, "elements": ["O", "C", "C", "C", "C", "O", "C", "H", "H", "H", "H", "H", "H", "H", "H"], "coordinates": [[-2.58001, 0.04513, -0.22046], [-1.40749, 0.19954, -0.55143], [-0.33519, -0.00060, 0.66305], [0.64782, 1.14971, 0.47140], [1.70626, 0.51402, -0.51458], [1.31658, -0.92855, -0.51626], [0.33120, -1.10274, 0.51307], [-0.92869, 0.21055, -1.30094], [-0.91294, 0.20857, 1.68297], [1.08217, 1.53417, 1.58805], [0.27817, 2.36450, 0.31288], [2.68180, 0.68107, -0.19441], [1.62906, 1.11330, -1.48146], [-0.35161, -2.10778, 0.23610], [0.97386, -1.49659, 1.56142]], "lowdin_charge": [0.071, -0.096, -0.386, -0.158, -0.139, -0.129, -0.302, 0.025, 0.198, 0.151, 0.173, 0.078, 0.130, 0.193, 0.191]}

=====

# 9
{"formula": "C5H8O2", "method": "the ωB97M-V functional and the def2-TZVPD basis", "charge": 0, "lumo_ev": 0.9, "de_lowest_kj_mol": 95.9, "e_homo_ev": -10.33, "homo_lumo_gap_ev": 11.27, "elements": ["C", "C", "O", "C", "O", "C", "C", "H", "H", "H", "H", "H", "H", "H", "H"], "coordinates": [[-0.38598, -1.35321, 0.90384], [-0.09734, -0.01415, 0.27527], [-1.16446, 0.44337, -0.55865], [-1.10966, 0.22855, -1.87890], [-0.28779, -0.41094, -2.48175], [1.28464, 0.41952, -0.08767], [0.53321, 1.12567, 1.01117], [-0.37850, -2.14667, 0.14823], [-1.36658, -1.34345, 1.39114], [0.36628, -1.59479, 1.66237], [-1.94997, 0.76723, -2.34122], [2.09834, -0.24472, 0.19373], [1.42599, 0.93125, -1.03237], [0.84286, 0.99615, 2.04332], [0.11833, 2.10168, 0.77650]], "lowdin_charge": [0.000, -0.500, 0.021, -0.333, 0.079, -0.063, -0.058, 0.090, 0.088, 0.090, 0.146, 0.115, 0.107, 0.107, 0.111]}

=====

# 10
{"formula": "C5H8O2", "method": "the ωB97M-V functional and the def2-TZVPD basis", "charge": 0, "lumo_ev": 0.7, "de_lowest_kj_mol": 121.2, "e_homo_ev": -9.48, "homo_lumo_gap_ev": 10.19, "elements": ["O", "C", "C", "C", "C", "O", "C", "H", "H", "H", "H", "H", "H", "H", "H"], "coordinates": [[3.06470, 0.45578, 0.70239], [1.89176, 0.23663, 0.56527], [0.92570, -0.77447, 1.18824], [-0.04709, -0.44751, 0.01823], [-1.50095, -0.12867, 0.34315], [-1.93182, 0.89790, -0.53970], [0.82168, 0.77546, -0.37501], [0.56212, -0.39434, 2.15185], [1.30114, -1.79588, 1.32128], [0.02182, -1.22479, -0.75800], [-1.59986, 0.19052, 1.39420], [-2.12219, -1.02726, 0.21715], [-2.89357, 0.86718, -0.62928], [0.40926, 1.73674, -0.03929], [1.10413, 0.85704, -1.42713]], "lowdin_charge": [0.101, -0.391, -0.048, -0.274, -0.235, -0.071, -0.051, 0.122, 0.119, 0.145, 0.119, 0.121, 0.091, 0.130, 0.124]}

=====

# 11
{"formula": "C5H8O2", "method": "the ωB97M-V functional and the def2-TZVPD basis", "charge": 0, "lumo_ev": 0.7, "de_lowest_kj_mol": 305.5, "e_homo_ev": -8.60, "homo_lumo_gap_ev": 9.35, "elements": ["C", "C", "O", "C", "C", "C", "O", "H", "H", "H", "H", "H", "H", "H", "H"], "coordinates": [[-1.52727, -0.51627, -0.19032], [-0.35578, 0.43109, -0.03135], [-0.70380, 1.77169, -0.17139], [0.57290, 0.18610, 1.16890], [1.55302, -0.55293, 0.33551], [0.88424, -0.20473, -0.97025], [1.02694, -0.40409, -2.15833], [-2.33265, -0.23161, 0.49916], [-1.90895, -0.47363, -1.21936], [-1.23952, -1.55616, 0.00230], [-1.18611, 1.87944, -1.01135], [0.90367, 1.09977, 1.67440], [0.12948, -0.48723, 1.91067], [2.09217, 0.53159, -0.38356], [2.09166, -1.47302, 0.54497]], "lowdin_charge": [-0.014, -0.491, 0.012, -0.141, -0.021, -0.420, 0.050, 0.094, 0.094, 0.098, 0.115, 0.122, 0.119, 0.264, 0.118]}

=====

# 12
{"formula": "C5H8O2", "method": "the ωB97M-V functional and the def2-TZVPD basis", "charge": 0, "lumo_ev": 1.0, "de_lowest_kj_mol": 101.0, "e_homo_ev": -10.25, "homo_lumo_gap_ev": 11.25, "elements": ["C", "C", "O", "C", "O", "C", "C", "H", "H", "H", "H", "H", "H", "H", "H"], "coordinates": [[1.28100, -0.16950, -0.67468], [0.01601, 0.23105, 0.05448], [-0.17620, -0.51574, 1.25944], [-0.15134, -1.85006, 1.15718], [-0.20010, -2.49261, 0.14214], [-1.21423, 0.69520, -0.66028], [-0.43365, 1.64708, 0.21294], [1.07866, -0.93484, -1.42680], [1.98424, -0.59429, 0.04882], [1.76710, 0.68882, -1.14500], [-0.04384, -2.27864, 2.16479], [-1.15117, 0.81920, -1.73879], [-2.17768, 0.34898, -0.29895], [0.14983, 2.43437, -0.25650], [-0.87192, 1.91016, 1.17132]], "lowdin_charge": [-0.007, -0.491, 0.020, -0.339, 0.083, -0.054, -0.063, 0.084, 0.093, 0.087, 0.147, 0.111, 0.112, 0.107, 0.110]}

=====

# 13
{"formula": "C5H8O2", "method": "the ωB97M-V functional and the def2-TZVPD basis", "charge": 0, "lumo_ev": 0.6, "de_lowest_kj_mol": 122.4, "e_homo_ev": -9.93, "homo_lumo_gap_ev": 10.52, "elements": ["O", "C", "C", "C", "C", "C", "O", "H", "H", "H", "H", "H", "H", "H", "H"], "coordinates": [[0.61927, 2.45660, 1.08658], [0.83120, 1.28217, 1.01039], [-0.24957, 0.29287, 1.36082], [-0.25910, -0.99996, 0.44397], [-0.61868, -0.73351, -1.00235], [0.29302, 0.20841, -1.78796], [-0.12347, 1.26750, -2.17635], [1.81097, 0.89468, 0.68068], [-1.23012, 0.76203, 1.30962], [-0.16222, -0.17042, 2.34633], [-0.91197, -1.75239, 0.87500], [0.77699, -1.34201, 0.55551], [-1.61339, -0.31870, -1.14021], [-0.47291, -1.68226, -1.54439], [1.30996, -0.16503, -2.01763]], "lowdin_charge": [0.070, -0.286, -0.142, -0.200, -0.168, -0.279, 0.063, 0.127, 0.118, 0.115, 0.107, 0.108, 0.120, 0.119, 0.127]}

=====

# 14
{"formula": "C5H8O2", "method": "the ωB97M-V functional and the def2-TZVPD basis", "charge": 0, "lumo_ev": [0.8, 0.4], "de_lowest_kj_mol": 524.3, "e_homo_ev": [-7.99, -7.57], "homo_lumo_gap_ev": [8.75, 8.02], "elements": ["O", "C", "C", "C", "C", "C", "O", "H", "H", "H", "H", "H", "H", "H", "H"], "coordinates": [[1.53798, -0.84928, 1.20254], [1.43813, 0.25451, 0.41060], [2.25708, 0.58379, -0.58558], [-1.82325, 0.85946, 0.43328], [-1.69294, -0.65591, 0.38835], [-1.33368, -0.39258, -1.02388], [-1.55336, 0.90535, -0.93320], [2.31711, -1.35554, 0.93287], [0.56809, 0.85052, 0.69427], [2.07432, 1.48666, -1.15634], [3.12267, -0.01887, -0.85466], [-2.73249, 1.39804, 0.70634], [-0.91704, -1.16141, 0.97206], [-2.66631, -1.13528, 0.53935], [-0.59630, -0.76945, -1.72599]], "lowdin_charge": [-0.011, -0.297, 0.007, -0.116, -0.146, -0.145, -0.019, 0.104, 0.089, 0.054, 0.054, 0.088, 0.102, 0.122, 0.113]}

=====

# 15
{"formula": "C5H8O2", "method": "the ωB97M-V functional and the def2-TZVPD basis", "charge": 0, "lumo_ev": 1.0, "de_lowest_kj_mol": 145.9, "e_homo_ev": -8.82, "homo_lumo_gap_ev": 9.82, "elements": ["C", "C", "O", "C", "C", "C", "O", "H", "H", "H", "H", "H", "H", "H", "H"], "coordinates": [[1.69996, 0.04929, 0.56403], [0.84475, 0.19491, -0.75230], [0.12694, 1.40399, -0.60894], [-1.16566, 1.27152, -0.19300], [-1.68090, 0.09366, 0.19793], [-0.91460, -1.21235, -0.07520], [0.10038, -0.93258, -1.07687], [1.00331, 0.02705, 1.42650], [2.31589, -0.79908, 0.61072], [2.32848, 0.93629, 0.60896], [1.56549, 0.29882, -1.53805], [-1.68702, 2.20117, -0.13537], [-2.67956, 0.06098, 0.59063], [-1.48734, -2.05850, -0.45233], [-0.37011, -1.53518, 0.83328]], "lowdin_charge": [0.003, -0.398, -0.029, -0.120, -0.042, -0.152, -0.074, 0.086, 0.060, 0.082, 0.146, 0.115, 0.090, 0.122, 0.111]}

=====

# 16
{"formula": "C5H8O2", "method": "the ωB97M-V functional and the def2-TZVPD basis", "charge": 0, "lumo_ev": 0.8, "de_lowest_kj_mol": 151.1, "e_homo_ev": -9.41, "homo_lumo_gap_ev": 10.25, "elements": ["O", "C", "C", "C", "O", "C", "C", "H", "H", "H", "H", "H", "H", "H", "H"], "coordinates": [[-2.35102, -0.67522, 1.02596], [-1.28855, -0.62125, 1.60940], [-0.04012, 0.07049, 1.10326], [-0.01048, 0.30115, -0.40169], [-1.18797, 0.85030, -0.90868], [1.19779, 0.80547, -1.11578], [0.86737, -0.66035, -1.19816], [-1.20286, -1.07984, 2.61550], [0.81750, -0.53334, 1.42000], [0.01898, 1.01338, 1.66868], [-1.93095, 0.40873, -0.46449], [2.09847, 1.13511, -0.60848], [0.92096, 1.38296, -1.99470], [0.59087, -1.08707, -2.15694], [1.50001, -1.31053, -0.59389]], "lowdin_charge": [0.050, -0.208, -0.074, -0.517, 0.016, -0.078, -0.065, 0.125, 0.123, 0.138, 0.071, 0.105, 0.112, 0.104, 0.098]}

=====

# 17
{"formula": "C5H8O2", "method": "the ωB97M-V functional and the def2-TZVPD basis", "charge": 0, "lumo_ev": 0.5, "de_lowest_kj_mol": 365.7, "e_homo_ev": -9.00, "homo_lumo_gap_ev": 9.49, "elements": ["C", "C", "C", "C", "O", "C", "O", "H", "H", "H", "H", "H", "H", "H", "H"], "coordinates": [[1.25750, -0.99043, 0.21158], [0.22292, 0.11559, 0.23026], [-0.22938, 0.71285, -1.08452], [0.62739, 1.51841, -0.13074], [-0.70529, -0.03630, 1.25957], [-2.13930, -0.99557, 0.76689], [-2.12319, -1.83947, -0.02643], [0.78130, -1.96177, 0.02470], [1.77792, -1.03629, 1.17628], [2.00157, -0.81615, -0.57437], [0.22001, 0.33720, -2.00305], [-1.27160, 1.01131, -1.18966], [1.66718, 1.70661, -0.39455], [0.14121, 2.32762, 0.41153], [-2.22823, -0.05362, 1.32252]], "lowdin_charge": [-0.019, -0.604, -0.086, -0.076, -0.159, -0.026, 0.174, 0.080, 0.086, 0.084, 0.104, 0.100, 0.102, 0.105, 0.136]}